Density functional theory data (wB97M-V/def2-TZVPD) for a molecular structure, C43H50B2CdF4N11O2S4.

XYZ file:
```
117
C43H50B2CdF4N11O2S4, DFT wB97M-V/def2-TZVPD
Cd 3.703 -0.237 -1.745
C 0.441 -3.615 -1.291
C -0.245 -2.392 -0.777
C -1.256 -2.446 0.132
C -1.836 -1.252 0.611
N -1.398 -0.094 0.216
N -0.402 -0.035 -0.667
B 0.080 1.412 -0.959
N -0.315 1.874 -2.362
N -1.654 1.696 -2.416
C -2.285 1.834 -3.533
C -1.575 2.151 -4.724
C -0.239 2.370 -4.684
C 0.520 2.717 -5.922
C 0.460 2.264 -3.415
S 2.096 2.590 -3.306
C -3.783 1.557 -3.466
C -4.491 1.972 -4.755
C -4.384 2.328 -2.285
C -3.971 0.051 -3.238
N -0.400 2.341 0.226
N -1.558 2.799 0.679
C -1.506 3.444 1.815
C -0.285 3.619 2.534
C 0.897 3.131 2.068
C 2.226 3.223 2.736
C 0.777 2.461 0.830
S 1.872 1.738 -0.258
C -2.801 4.026 2.361
C -3.040 3.489 3.780
C -3.985 3.639 1.477
C -2.676 5.554 2.399
C 0.173 -1.106 -1.237
S 1.263 -0.932 -2.534
C -2.962 -1.193 1.637
C -4.150 -0.457 1.004
C -3.402 -2.589 2.075
C -2.458 -0.411 2.856
H 0.089 -4.502 -0.763
H 1.520 -3.511 -1.163
H 0.262 -3.736 -2.360
H -1.592 -3.404 0.504
H -2.089 2.190 -5.675
H -0.053 2.439 -6.804
H 1.484 2.214 -5.935
H 0.727 3.790 -5.942
H -4.310 3.024 -4.989
H -5.567 1.834 -4.638
H -4.171 1.370 -5.607
H -4.268 3.405 -2.426
H -3.886 2.055 -1.354
H -5.450 2.105 -2.200
H -3.535 -0.525 -4.057
H -5.034 -0.193 -3.170
H -3.481 -0.249 -2.311
H -0.303 4.159 3.473
H 2.175 3.828 3.640
H 2.962 3.651 2.052
H 2.576 2.218 2.987
H -3.035 2.398 3.789
H -4.012 3.830 4.142
H -2.283 3.839 4.483
H -4.107 2.556 1.436
H -3.853 3.995 0.456
H -4.896 4.078 1.889
H -1.859 5.878 3.047
H -3.600 5.994 2.780
H -2.494 5.952 1.399
H -4.533 -1.006 0.139
H -3.843 0.533 0.667
H -4.959 -0.354 1.731
H -3.774 -3.179 1.234
H -4.211 -2.499 2.802
H -2.586 -3.136 2.554
H -2.082 0.564 2.545
H -1.636 -0.937 3.345
H -3.271 -0.274 3.574
C 0.872 -6.220 5.170
C 1.193 -4.920 4.482
C 0.766 -4.676 3.179
C 1.087 -3.492 2.535
C 1.846 -2.534 3.190
C 2.282 -2.759 4.486
C 1.951 -3.946 5.125
S 2.204 -0.987 2.369
O 3.110 -0.283 3.255
O 0.908 -0.376 2.152
N 2.808 -1.318 0.952
C 4.032 -1.886 0.796
C 4.855 -2.432 1.807
C 6.043 -3.028 1.472
C 6.446 -3.095 0.137
C 5.633 -2.503 -0.792
N 4.463 -1.917 -0.487
H 0.013 -6.708 4.711
H 0.653 -6.063 6.227
H 1.718 -6.908 5.108
H 0.177 -5.426 2.663
H 0.765 -3.305 1.519
H 2.872 -1.997 4.979
H 2.288 -4.120 6.141
H 4.560 -2.349 2.840
H 6.676 -3.432 2.253
H 7.382 -3.544 -0.160
H 5.912 -2.469 -1.837
N 3.973 -0.299 -3.928
C 3.538 -0.821 -4.870
C 3.020 -1.442 -5.996
C 3.768 -2.451 -6.650
N 4.375 -3.275 -7.184
C 1.718 -1.117 -6.446
N 0.657 -0.860 -6.822
F 4.863 1.134 -0.243
B 6.245 1.028 -0.689
F 6.149 0.197 -1.851
F 6.991 0.406 0.289
F 6.717 2.278 -1.018
```

Output
- Charge: -1
- F_max: 0.48 eV/Å
- Energy above the lowest of the compared OMol25 structures with the same formula, charge and spin: 6.9 kcal per mole
- Multiplicity: 1

Atomic partial charges in e from the Löwdin method, atoms 1 to 5: Cd 1.3212; C -0.0653; C -0.2569; C 0.0494; C -0.2034